A 2-piece molecular cluster, C4H10N3 overall, computed with ωB97M-V/def2-TZVPD.

XYZ file:
```
17
Properties=species:S:1:pos:R:3:forces:R:3:nbo_charge:R:1
H 0.866697 0.565074 1.564552 0.374 0.099 -0.349 0.24
H 1.889893 0.055680 -1.211778 1.253 0.060 0.489 0.15
C 2.290467 0.059133 -0.120766 -4.916 0.144 -1.372 -0.53
H 0.609376 0.332439 -1.721614 -1.757 -0.246 2.783 0.33
H -0.270259 -1.681676 -0.558579 -0.276 -0.851 -0.118 0.24
H 3.173626 0.525921 -0.003755 2.817 2.074 0.148 0.25
H 1.024785 1.915727 0.366218 0.342 -1.739 0.045 0.26
H 2.455157 -0.955551 0.105610 -0.309 -1.365 0.632 0.23
H -3.212983 1.039023 -0.078507 -0.651 -0.122 0.287 0.25
C -2.285605 0.512270 0.001773 -2.569 1.313 -0.606 0.29
N -1.240500 1.202789 -0.104353 2.113 2.116 -0.190 -0.33
N -2.150145 -0.769243 0.096068 1.092 -3.329 -0.309 -0.56
N -0.189891 0.311964 -0.179819 2.370 0.680 -1.930 -0.18
C -0.685278 -1.014178 0.169281 -1.045 -0.933 0.979 -0.09
C 1.045996 0.777257 0.494899 0.446 0.734 0.526 -0.24
H -0.483577 -1.366878 1.230221 0.416 0.741 -1.188 0.24
H -2.837760 -1.509749 -0.049444 0.302 0.624 0.172 0.45
```
Positions in Å, forces in eV/Å.

M: 100.145 g mol⁻¹
Net charge: +1
Relative energy (zero: lowest compared OMol25 entry of this formula, charge and spin): 523.5 kJ/mol
Energy: -8769.1737 eV
HOMO-LUMO gap (spin up / spin down): 0.28923 / 0.28926 Eh
LUMO energy (spin up / spin down): -5.8 / -5.8 eV
HOMO energy (spin up / spin down): -0.5026 / -0.5026 Ha
Max |F|: 5.11 eV/Å

---

An isolated ion of composition C4H10N3 and charge +1, computed with ωB97M-V/def2-TZVPD.

XYZ file:
```
17
Properties=species:S:1:pos:R:3:forces:R:3:nbo_charge:R:1
C -0.265758 -0.230785 -1.107076 -0.786 -1.507 3.674 0.43
H 1.426918 0.309804 1.770559 0.566 0.907 0.913 0.23
C -1.001944 0.649551 1.321135 0.724 0.765 -0.881 -0.65
H 1.963902 1.721018 -1.915746 -0.488 -0.750 0.347 0.37
C -0.190688 -0.524570 0.764624 -0.297 1.042 -1.566 -0.07
H -1.135389 0.397314 2.369279 -0.263 0.207 0.225 0.25
H -1.989181 -1.259082 -1.152874 0.791 1.234 -0.748 0.43
H -0.379730 1.614244 1.270963 -1.250 -1.241 -0.067 0.22
H 1.789660 -0.131348 0.075425 0.116 -0.563 1.917 0.22
H -2.001037 0.713297 0.805445 1.013 0.246 0.703 0.24
H -1.548349 -0.501604 -2.638792 -0.081 0.061 -0.672 0.42
H -0.798587 -1.431645 1.067418 1.136 0.414 -1.325 0.25
C 1.304122 -0.453102 1.056111 -0.672 -0.607 -1.946 -0.65
N 1.807106 0.681905 -1.789560 2.563 0.709 -1.168 -0.14
N -1.401526 -0.550867 -1.654332 -2.174 -2.029 0.406 -0.74
N 0.670760 0.376201 -1.638913 -0.886 1.218 0.263 -0.06
H 1.749722 -1.380330 1.396335 -0.012 -0.105 -0.076 0.25
```
Positions in Å, forces in eV/Å.

M: 100.145 g mol⁻¹
Net charge: +1
Relative energy (zero: lowest compared OMol25 entry of this formula, charge and spin): 425.4 kJ/mol
Energy: -8770.1899 eV
HOMO-LUMO gap: 0.31836 Eh
SMILES: [H]/N=N/C(=[NH2+])C(C)C
LUMO energy: -5.6 eV
HOMO energy: -0.5237 Ha
Max |F|: 4.05 eV/Å

---

An isolated ion of composition C4H10N3 and charge +1, computed with ωB97M-V/def2-TZVPD.

XYZ file:
```
17
Properties=species:S:1:pos:R:3:forces:R:3:nbo_charge:R:1
H -2.970280 -1.775935 0.902752 0.274 -0.267 0.094 0.22
N 0.101722 1.176461 -0.389457 2.995 -2.811 0.865 -0.55
H -1.391282 2.584149 -1.227347 0.678 -2.079 1.240 0.24
N 0.964175 -1.023300 0.147666 -1.382 2.254 -0.392 -0.54
H -0.742541 2.977919 0.271239 0.375 -1.102 -0.148 0.24
C 0.025106 -0.093750 -0.014261 -3.880 -2.036 2.307 0.67
H 2.458429 -0.813444 -1.220876 0.832 0.114 1.062 0.24
H -1.737760 -2.298131 -0.395539 0.213 0.530 0.573 0.19
N -1.495978 -0.518656 0.750651 4.843 3.036 -1.378 -0.37
H 0.671042 -1.955666 0.295372 -0.451 -0.843 0.397 0.43
H 2.469604 0.305476 0.275007 0.665 -0.867 -0.530 0.20
C -1.005949 2.020953 -0.269435 -0.553 6.015 -1.446 -0.45
H 2.986016 -1.426795 0.525941 -0.583 0.807 -1.142 0.26
H -1.765177 1.660475 0.334566 -1.500 -1.201 0.585 0.25
C -2.007941 -1.582600 0.415432 -1.747 -2.263 -1.427 -0.04
C 2.350319 -0.739556 -0.108908 0.547 0.341 0.053 -0.43
H 1.090494 1.502400 -0.292801 -1.327 0.372 -0.711 0.43
```
Positions in Å, forces in eV/Å.

M: 100.145 g mol⁻¹
Net charge: +1
Relative energy (zero: lowest compared OMol25 entry of this formula, charge and spin): 299.0 kJ/mol
Energy: -8771.5000 eV
HOMO-LUMO gap: 0.40519 Eh
SMILES: C=N/C(NC)=[NH+]/C
LUMO energy: -3.7 eV
HOMO energy: -0.5396 Ha
Max |F|: 6.21 eV/Å

---

An isolated ion of composition C4H10N3 and charge +1, computed with ωB97M-V/def2-TZVPD.

XYZ file:
```
17
Properties=species:S:1:pos:R:3:forces:R:3:nbo_charge:R:1
C 0.539433 0.452849 0.263799 -3.066 0.932 -0.232 -0.04
C -1.831346 -0.793159 -0.728425 -0.185 2.236 1.050 0.29
H 1.070550 0.323554 1.113303 2.057 0.657 3.171 0.18
H 1.680553 1.416839 -1.166686 0.129 0.636 0.519 0.24
H -2.395723 -1.241993 -1.586895 0.774 0.190 1.228 0.29
H 0.094767 1.520424 -1.519285 -0.651 -0.653 0.047 0.23
H 0.209969 -2.384374 0.749785 2.661 1.665 -0.570 0.39
H 0.570002 2.654163 -0.440038 0.397 -0.096 1.239 0.25
C -1.070015 0.733561 0.982993 0.940 1.175 -0.805 -0.29
C 0.731398 1.600025 -0.638969 1.061 0.718 -2.625 -0.66
N 1.043211 -1.819238 0.190116 -2.488 -2.005 1.558 -0.53
N 0.623356 -0.674959 -0.440233 -1.959 -0.012 -3.978 -0.46
H -1.386817 1.797879 0.945570 0.610 -0.609 0.008 0.26
H 1.872203 -1.512204 0.737991 -0.216 -1.595 0.050 0.43
H 1.164705 -2.463744 -0.606971 1.114 0.137 0.719 0.45
H -1.034707 0.384126 1.977037 -0.405 -0.451 1.204 0.23
N -1.881543 0.006250 0.166905 -0.774 -2.926 -2.585 -0.25
```
Positions in Å, forces in eV/Å.

M: 100.145 g mol⁻¹
Net charge: +1
Relative energy (zero: lowest compared OMol25 entry of this formula, charge and spin): 606.6 kJ/mol
Energy: -8768.3119 eV
HOMO-LUMO gap: 0.31762 Eh
LUMO energy: -4.2 eV
HOMO energy: -0.4737 Ha
Max |F|: 4.43 eV/Å

---

An isolated ion of composition C4H10N3 and charge +1, computed with ωB97M-V/def2-TZVPD.

XYZ file:
```
17
Properties=species:S:1:pos:R:3:forces:R:3:nbo_charge:R:1
H -1.697583 -0.037903 -1.454657 0.079 0.084 0.026 0.23
H 3.161292 0.485551 -0.667488 0.027 0.016 -0.055 0.26
N 0.840527 -1.245947 0.217323 0.715 -0.594 0.489 -0.41
H -1.905851 -0.132098 1.452675 -0.071 0.202 -0.245 0.44
C 2.562077 0.533074 0.241465 0.495 0.222 0.097 -0.70
C -0.509058 -1.451389 -0.193336 -0.198 0.185 -0.346 -0.27
H 0.226873 1.420377 -1.343256 -0.148 -0.023 -0.259 0.42
H -1.070232 -1.947135 0.598409 -0.147 -0.004 0.000 0.22
C -1.059992 -0.040491 -0.572262 -0.371 -0.282 0.292 0.10
H 2.441505 1.577760 0.519392 -0.018 -0.013 0.017 0.25
C 1.271916 -0.105022 0.021966 -3.098 1.794 -1.220 0.50
H -1.786642 1.409556 0.826419 -0.102 -0.302 -0.105 0.45
H -3.023771 0.388532 0.325823 0.135 0.011 0.185 0.44
H 3.091103 -0.000474 1.027868 0.045 -0.010 -0.020 0.27
H -0.512613 -2.126555 -1.052762 -0.113 0.105 -0.001 0.25
N 0.010029 0.836083 -0.553839 2.794 -1.349 1.194 -0.72
N -2.039576 0.436073 0.606261 -0.024 -0.042 -0.048 -0.72
```
Positions in Å, forces in eV/Å.

M: 100.145 g mol⁻¹
Net charge: +1
Relative energy (zero: lowest compared OMol25 entry of this formula, charge and spin): 116.4 kJ/mol
Energy: -8773.3923 eV
HOMO-LUMO gap: 0.39285 Eh
SMILES: CC1=NC[C@@H]([NH3+])N1
LUMO energy: -3.4 eV
HOMO energy: -0.5172 Ha
Max |F|: 3.78 eV/Å

---

A 2-piece molecular cluster, C4H10N3O overall, computed with ωB97M-V/def2-TZVPD.

XYZ file:
```
18
Properties=species:S:1:pos:R:3:forces:R:3:nbo_charge:R:1
C -1.440184 0.031248 0.556800 -1.072 0.840 2.777 0.01
N 0.780615 1.277539 -0.498406 -1.046 -2.595 -1.720 -0.19
H -2.375460 3.142970 0.973780 -0.343 0.642 -0.682 0.41
C -1.919812 1.284620 0.269849 0.329 -2.517 -3.625 -0.05
H 2.799980 -0.494626 -1.631306 -0.414 -0.549 0.651 0.26
H 3.011610 -2.578022 0.034423 0.073 1.174 0.068 0.28
N 1.562396 0.365977 -0.468122 -2.174 3.139 1.070 0.05
H 0.841097 2.157745 -0.054449 1.154 0.994 1.384 0.41
H -2.272597 1.956475 2.142384 0.345 0.192 -0.900 0.40
C 2.091568 -0.690807 -0.779171 3.364 -1.608 -1.442 0.14
H 1.446065 -2.025129 0.776514 0.224 -0.076 -0.371 0.26
H 1.612122 -2.733687 -0.910024 0.149 1.126 1.130 0.28
H -1.542189 -0.764572 -1.165338 0.544 -0.741 1.375 0.49
N -2.128079 2.205577 1.151382 -0.706 1.758 5.190 -0.78
O -1.233304 -1.031672 -0.248126 -0.420 0.516 -2.452 -0.67
C 2.072085 -2.020686 -0.125324 -1.486 -1.875 -0.890 -0.69
H -1.478013 -0.297673 1.668449 0.520 0.722 -1.901 0.19
H -2.255428 1.685142 -0.722948 0.959 -1.140 0.335 0.21
```
Positions in Å, forces in eV/Å.

M: 116.144 g mol⁻¹
Net charge: +1
Relative energy (zero: lowest compared OMol25 entry of this formula, charge and spin): 471.4 kJ/mol
Energy: -10816.5182 eV
HOMO-LUMO gap (spin up / spin down): 0.21518 / 0.21386 Eh
LUMO energy (spin up / spin down): -5.1 / -5.1 eV
HOMO energy (spin up / spin down): -0.4014 / -0.4008 Ha
Max |F|: 5.53 eV/Å

---

An isolated ion of composition C4H10N3O and charge +1, computed with ωB97M-V/def2-TZVPD.

XYZ file:
```
18
Properties=species:S:1:pos:R:3:forces:R:3:nbo_charge:R:1
H 2.541267 0.410208 1.317574 0.506 -0.642 -0.586 0.18
H 3.376385 -1.685866 -0.571364 -0.601 1.217 1.315 0.53
O 3.374633 -1.094802 0.248876 1.115 -1.025 -1.252 -0.60
N 1.332333 -0.206705 -0.220147 -2.164 -0.020 -1.137 -0.57
H 1.522027 2.288273 0.271561 1.276 0.592 -0.077 0.24
N -1.179353 -1.125051 0.125511 -2.701 0.921 0.005 -0.42
H 0.029079 2.601686 1.102481 0.252 -1.142 -0.636 0.27
H -3.241399 -0.956860 0.198808 0.214 -1.156 -0.014 0.20
H -1.700811 0.830319 -0.031205 -2.374 2.146 0.229 0.43
C 0.480812 2.173154 0.161385 -1.225 1.753 -0.304 -0.72
C -2.529432 -1.561588 -0.425743 0.368 5.112 1.818 -0.42
H -0.478246 -1.688777 -0.267408 1.597 -0.207 -0.769 0.39
H 0.095304 2.983502 -0.599697 0.761 -2.197 0.784 0.29
H -2.765881 -1.106353 -1.371622 0.416 -0.785 -1.103 0.20
N -0.919241 0.287926 -0.044281 1.188 -6.412 -0.251 -0.29
H -2.639428 -2.571818 -0.264751 -0.299 -2.112 -0.015 0.24
C 2.420419 -0.248307 0.424193 -0.815 1.082 1.683 0.53
C 0.281530 0.671052 -0.054172 2.485 2.877 0.308 0.54
```
Positions in Å, forces in eV/Å.

M: 116.144 g mol⁻¹
Net charge: +1
Relative energy (zero: lowest compared OMol25 entry of this formula, charge and spin): 207.9 kJ/mol
Energy: -10819.2497 eV
HOMO-LUMO gap: 0.35206 Eh
SMILES: CN/[NH+]=C(C)\N=C\O
LUMO energy: -4.1 eV
HOMO energy: -0.5009 Ha
Max |F|: 6.53 eV/Å

---

Q: Look up the M of the second one.
A: 100.145 g mol⁻¹

---

Q: relative energy (zero: lowest compared OMol25 entry of this formula, charge and spin) of number 1 (C4H10N3)?
A: 523.5 kJ/mol